(1)
65
Properties=species:S:1:pos:R:3:forces:R:3 method="wB97M-V/def2-TZVPD" multiplicity=2 total_energy_ev=-70203.8780 s2=0.8941 de_lowest_kcal_mol=46.3 e_homo_ev="-5.93 / -6.03" orbital_gap_ev="6.128 / 6.492"
V 0.114637 -0.089060 -1.074363 -2.593 4.005 -0.098
P -2.018879 0.558541 0.235983 0.428 0.855 -2.647
P 2.436171 -0.412420 -1.934479 -0.295 -0.101 0.041
O 1.456857 0.542116 0.866378 -1.988 -0.247 -1.916
N -0.700963 0.002619 -2.609744 2.075 -0.479 1.391
C -1.782736 1.707217 -5.688164 -0.024 -0.410 -0.052
C -2.076479 -0.702481 -5.916983 0.084 0.365 -0.081
C -1.563316 -0.907068 -4.655455 0.346 0.913 0.904
C -3.193505 1.353079 -0.928630 -1.296 0.128 0.532
C 0.073000 -1.579467 4.416144 -0.165 -0.691 0.470
C -2.189601 0.594623 -6.434313 -0.101 0.024 -0.201
C 2.245800 0.477540 3.124803 0.994 -0.058 2.640
C -1.775615 -0.036908 4.244866 0.104 -0.075 -0.350
C -0.240527 -0.141643 3.952266 -1.247 -0.998 -0.059
C -1.259940 1.541813 -4.419650 0.119 -1.208 0.737
C 2.216954 -1.567527 1.635087 0.532 -1.492 0.224
C 0.195905 1.092174 4.909484 0.427 0.678 0.613
C 2.458369 0.188679 -3.651118 0.370 -0.091 -0.108
C 1.626635 -0.257251 2.021324 -0.040 -0.307 1.116
C -2.002986 1.784935 1.596115 0.400 -0.075 0.612
C -1.161410 0.218736 -3.863111 -0.640 0.131 -0.776
C 3.083722 -2.110305 -2.071778 0.170 0.031 -0.099
C 3.785524 0.531058 -1.148529 0.270 -0.075 -0.105
C -2.958588 -0.864202 0.887843 -0.015 -0.163 -0.071
C -0.194497 0.066372 1.188046 3.103 -1.194 1.259
C 0.176469 -0.358763 2.407733 -0.206 2.562 1.332
H 3.172969 -1.491245 1.109175 0.004 0.258 0.161
H 3.297764 0.461258 3.348117 1.069 0.421 -1.172
H -2.104172 1.037177 4.105683 -0.078 -1.550 0.256
H -1.450736 -1.890584 -4.191269 -0.131 0.280 -0.287
H -3.405038 0.695413 -1.779643 0.169 0.090 0.187
H -3.912025 -0.516667 1.310544 0.259 -0.047 -0.003
H 3.856027 0.297353 -0.079535 -0.053 0.071 -0.348
H -2.294370 -0.754339 3.552556 -0.002 0.844 1.009
H -1.871675 2.710214 -6.089120 -0.034 -0.081 -0.118
H -0.923449 2.376259 -3.797956 -0.164 -0.220 -0.274
H 1.966929 -0.056758 4.077140 0.095 0.568 -1.159
H -2.388186 -1.565279 -6.491142 -0.052 0.088 -0.170
H -1.859849 -0.331610 5.340723 -0.424 0.327 -1.492
H 1.532341 -2.122102 0.991656 -0.050 0.176 -0.120
H 1.084068 -1.965642 4.242857 -0.008 0.472 0.250
H 4.734048 0.293860 -1.652577 -0.153 0.162 0.155
H 1.811185 1.484292 3.174785 0.506 -0.316 -0.105
H 1.231875 1.414375 5.123130 -0.338 -0.818 -0.437
H -0.226878 -1.770272 5.456385 0.255 0.085 -0.089
H -1.565006 2.718204 1.229298 -0.465 0.063 -0.068
H -2.600168 0.736864 -7.433010 0.086 -0.013 0.216
H -4.132020 1.573933 -0.397914 -0.106 0.150 -0.365
H -0.548044 -2.236924 3.774896 0.121 0.273 0.437
H -2.992657 1.882080 2.049702 -0.028 0.396 -0.282
H -2.763222 2.290421 -1.302135 0.009 -0.268 0.119
H 2.374656 -2.701390 -2.664372 0.178 0.082 0.170
H 3.572171 1.601772 -1.254629 0.063 -0.219 0.069
H 3.466850 0.065215 -4.063509 -0.158 0.104 -0.114
H 3.183609 -2.556633 -1.074138 -0.035 0.091 -0.288
H -3.177812 -1.562493 0.070358 0.120 0.225 0.125
H 1.737692 -0.380616 -4.247404 0.089 0.138 0.120
H 2.374747 -2.218247 2.506718 0.105 0.225 -0.072
H 2.174877 1.247273 -3.675247 0.021 -0.229 -0.013
H -0.019313 -1.375593 -0.389071 -0.467 -3.017 0.418
H -0.258209 2.065485 4.627750 -0.090 -0.713 -0.443
H 4.060548 -2.088358 -2.574854 -0.188 -0.150 0.124
H -0.205139 0.953001 5.944078 -0.048 -0.504 -0.866
H -2.380040 -1.400082 1.647384 -0.134 0.105 -0.219
H -1.305351 1.448006 2.384816 -0.757 0.424 -0.620



(2)
76
Properties=species:S:1:pos:R:3:forces:R:3 method="wB97M-V/def2-TZVPD" multiplicity=5 total_energy_ev=-181464.7497 s2=6.0130 de_lowest_kcal_mol=0.0 e_homo_ev="-7.66 / -8.09" orbital_gap_ev="7.867 / 6.640"
As 0.449215 0.802500 -0.314552 -0.023 0.166 -0.020
Co 1.551171 -1.481300 -0.391807 0.267 -0.320 -0.048
S 4.095510 -0.789755 -0.896319 0.090 0.187 -0.084
S -5.067687 -2.972062 5.796419 0.011 -0.020 0.000
Si -1.572271 1.088533 -1.462445 -0.029 -0.044 -0.002
Si 4.360772 1.777214 -2.335434 0.126 0.098 -0.038
Si 0.429251 2.089511 1.654784 -0.060 -0.001 0.011
O 0.557950 -1.930019 -2.157710 -0.108 0.097 0.126
O -6.736554 -1.185928 6.612582 0.039 -0.002 0.021
O 5.521736 -0.800247 -0.841874 0.007 -0.083 0.077
O 3.380478 -0.421944 0.332100 -0.076 -0.025 0.007
O 3.663423 0.280700 -1.964585 -0.155 -0.202 -0.073
O 3.445174 -2.025159 -1.393550 -0.167 0.024 0.060
N -0.251334 -2.784197 -4.061041 0.041 -0.070 -0.027
N 1.936308 -3.216137 -3.434452 0.066 0.094 0.042
C 2.994364 2.644364 -3.252398 -0.018 0.026 -0.014
C -1.647908 -2.471726 2.797085 -0.048 0.062 0.067
C -0.205019 -3.656096 -5.216690 0.009 0.027 0.036
C 0.273445 -2.071951 1.019684 0.059 0.185 0.082
C -0.596481 -2.253900 1.852653 -0.006 -0.114 -0.067
C -3.979040 -2.912477 3.268696 0.007 -0.002 -0.039
C -1.180481 0.917120 -3.289613 0.001 -0.009 -0.006
C -1.409847 -2.379414 4.173049 -0.015 0.005 -0.024
C -2.948161 -2.749563 2.359595 0.005 -0.002 0.004
C -2.660428 -0.322510 -0.882981 -0.023 -0.031 -0.009
C -3.737802 -2.788051 4.632940 -0.022 0.020 0.029
C -5.160713 -0.214382 5.097666 -0.013 -0.002 0.012
C -2.415127 2.732730 -1.153428 -0.035 0.002 -0.056
C -1.070239 1.517961 2.622129 -0.021 -0.003 -0.010
C 0.759413 -2.617709 -3.178621 0.046 -0.055 -0.049
C 4.789277 2.659965 -0.759208 -0.017 0.031 -0.001
C 5.847787 1.456850 -3.411810 0.036 0.035 0.007
C 2.010945 1.735539 2.581376 -0.006 -0.015 0.025
C -2.444460 -2.536857 5.079732 0.025 -0.005 -0.001
C 0.305344 3.918741 1.267343 0.060 0.029 0.055
C -5.776400 -1.328066 5.904488 -0.020 0.024 -0.063
H -0.513041 4.151343 0.586434 -0.025 -0.020 0.003
H 0.071217 -4.676194 -4.942217 0.002 -0.012 0.009
H 1.880548 1.977682 3.640613 0.018 0.002 -0.037
H 1.234916 4.285955 0.825020 -0.043 -0.017 -0.010
H -2.122659 -1.271913 -0.958899 -0.015 0.046 0.001
H -1.131228 -2.408620 -3.753521 -0.007 0.025 -0.003
H -5.637241 0.717640 5.392782 0.007 -0.013 -0.004
H 2.833375 2.342611 2.196317 -0.005 -0.045 -0.010
H 2.715459 -2.954079 -2.833232 -0.091 0.013 -0.127
H 3.902919 2.800747 -0.135274 0.015 -0.033 -0.019
H 6.614297 2.223553 -3.271108 -0.050 -0.013 -0.025
H 6.292818 0.493716 -3.152414 -0.013 0.046 0.036
H 0.138135 4.473442 2.196678 0.020 -0.011 -0.041
H -2.254616 -2.458205 6.143132 0.000 0.000 -0.017
H 3.315403 3.642394 -3.564400 -0.025 -0.034 0.000
H -2.948024 -0.193186 0.164339 0.029 -0.006 -0.039
H -3.573801 -0.377838 -1.484591 0.027 0.003 0.028
H 2.109986 2.753762 -2.617491 0.043 -0.007 -0.016
H -2.087381 0.682934 -3.856175 0.020 0.032 0.013
H -5.329678 -0.394402 4.034806 0.012 -0.007 0.010
H -1.785435 3.573122 -1.454622 -0.017 -0.037 0.011
H -2.001075 1.758868 2.101192 0.036 -0.010 0.014
H -0.451551 0.119509 -3.454588 -0.048 0.054 0.019
H 2.127526 -3.596672 -4.342913 0.010 -0.053 0.016
H -1.096037 2.004033 3.602256 0.002 -0.010 -0.025
H -0.767417 1.847156 -3.688626 0.012 -0.048 0.009
H 2.305755 0.687908 2.497313 -0.038 0.030 0.014
H 5.198989 3.647166 -0.992612 0.008 -0.035 0.036
H -4.982269 -3.131485 2.923335 0.019 0.008 0.004
H 5.530037 2.105951 -0.179948 -0.003 0.004 -0.012
H -3.333631 2.774213 -1.748840 0.033 0.022 0.042
H -2.691650 2.867070 -0.105834 0.022 -0.011 -0.012
H 0.493912 -3.285427 -5.969371 0.011 0.006 -0.007
H -1.191430 -3.684521 -5.670657 -0.003 0.009 0.001
H 2.703693 2.087381 -4.147057 0.018 0.019 0.045
H 5.579833 1.438023 -4.470671 -0.001 -0.017 0.033
H -0.404848 -2.177120 4.519959 -0.009 0.000 -0.004
H -3.138067 -2.833835 1.297081 0.007 0.000 0.019
H -1.036129 0.436517 2.771474 0.001 0.007 0.007
H -4.083223 -0.161478 5.248523 -0.009 0.001 0.008



Computed maximum force (eV/Å) in order:
4.77 0.42